1.
DFT (the ωB97M-V functional and the def2-TZVPD basis) results for a cluster of 10 separate species, C22H61INO9 in total.

Cartesian coordinates (Å):
C -0.728 2.578 0.100
C -0.548 1.112 0.375
C -0.770 0.171 -0.796
N -0.172 0.744 1.555
C -0.644 -0.490 2.012
I 1.088 -1.501 3.083
H -0.242 2.810 -0.859
H -0.226 3.146 0.880
H -1.786 2.826 0.009
H -0.627 0.724 -1.723
H -0.043 -0.634 -0.684
H -1.757 -0.307 -0.767
H -0.819 -1.210 1.192
C 1.934 0.766 7.209
C 0.496 1.218 7.022
O 0.228 1.585 5.677
H 2.620 1.561 6.910
H 2.131 0.504 8.251
H 2.146 -0.105 6.585
H 0.287 2.095 7.630
H -0.192 0.423 7.334
H 0.390 0.803 5.130
C 1.256 5.104 4.719
C 0.042 5.602 3.958
O -0.422 4.664 3.004
H 2.060 4.849 4.029
H 1.618 5.859 5.422
H 0.997 4.200 5.275
H 0.276 6.502 3.385
H -0.758 5.854 4.667
H -0.626 3.825 3.438
C -2.581 -0.435 -4.759
C -2.219 -1.629 -3.895
O -3.280 -1.970 -3.007
H -2.818 0.421 -4.126
H -1.759 -0.163 -5.423
H -3.461 -0.651 -5.372
H -1.353 -1.394 -3.277
H -1.973 -2.500 -4.517
H -4.051 -2.189 -3.541
C -2.624 7.361 -0.077
C -2.917 5.874 0.010
O -2.148 5.113 -0.907
H -2.812 7.727 -1.087
H -3.244 7.925 0.622
H -1.576 7.559 0.161
H -3.960 5.674 -0.239
H -2.737 5.515 1.030
H -1.217 5.232 -0.690
C -2.692 4.211 8.921
C -2.488 2.713 9.043
O -1.178 2.381 9.486
H -1.960 4.635 8.233
H -3.692 4.441 8.552
H -2.564 4.700 9.890
H -2.599 2.231 8.072
H -3.232 2.282 9.723
H -1.036 2.774 10.353
C 1.434 -4.376 -2.392
C 0.597 -3.221 -1.874
O 1.024 -1.986 -2.449
H 2.488 -4.209 -2.164
H 1.128 -5.323 -1.948
H 1.341 -4.464 -3.479
H 0.699 -3.123 -0.794
H -0.465 -3.384 -2.095
H 0.925 -2.060 -3.404
C -4.683 1.053 0.170
C -5.318 -0.027 1.020
O -6.304 -0.770 0.295
H -5.447 1.738 -0.204
H -3.940 1.607 0.746
H -4.178 0.620 -0.698
H -5.834 0.404 1.877
H -4.549 -0.708 1.396
H -5.853 -1.174 -0.454
C 5.149 -5.338 -5.905
C 4.305 -5.135 -4.661
O 3.672 -6.342 -4.247
H 4.540 -5.727 -6.721
H 5.608 -4.399 -6.221
H 5.943 -6.066 -5.722
H 3.501 -4.425 -4.847
H 4.916 -4.742 -3.841
H 4.360 -6.989 -4.059
C 6.266 -6.437 -9.938
C 6.583 -7.633 -9.060
O 5.495 -7.983 -8.213
H 5.996 -5.578 -9.323
H 7.121 -6.169 -10.559
H 5.421 -6.654 -10.597
H 7.415 -7.408 -8.393
H 6.867 -8.492 -9.678
H 4.739 -8.201 -8.767

Forces on atoms 1 to 3 (eV/Å):
0.9 -0.5 -0.4
0.5 0.1 -0.1
-0.5 0.0 1.1

Properties
* 2S+1: 1
* frontier orbital gap: 4.121 eV
* total charge: -1

2.
DFT (the ωB97M-V functional and the def2-TZVPD basis) results for a cluster of 11 separate species, C22H62BrN3O15PS3 in total.

Cartesian coordinates (Å):
C -1.330 2.608 4.021
C -0.211 2.487 2.954
C -0.797 1.780 1.703
C 0.295 1.521 0.633
N 1.570 0.990 1.165
C 1.780 -0.442 0.844
N 2.104 -0.405 -0.593
C 1.385 -1.093 -1.271
S 0.253 -1.507 -2.257
C 0.588 -1.253 1.340
C 0.770 -1.053 2.887
P 0.287 -2.741 3.575
O 0.227 -2.722 5.175
O 1.432 -3.777 3.027
S -1.409 -3.196 2.771
C 2.331 -1.072 2.896
Br 3.224 -1.508 4.519
N 2.897 -0.772 1.798
C 4.313 -0.657 1.414
C 5.241 -1.821 1.851
C 4.619 -3.223 1.723
S 5.918 -4.486 1.553
O 5.967 -5.294 2.733
O 7.194 -3.882 1.344
O 5.473 -5.417 0.327
H -0.968 3.082 4.943
H -1.693 1.600 4.284
H -2.198 3.143 3.608
H 0.597 1.885 3.396
H 0.162 3.495 2.724
H -1.522 2.502 1.272
H -1.281 0.851 2.043
H -0.164 0.905 -0.156
H 0.533 2.492 0.168
H 2.369 1.536 0.863
H 0.704 -2.316 1.059
H -0.390 -1.020 0.909
H 0.292 -0.178 3.339
H -0.670 -2.928 5.491
H 1.904 -4.202 3.768
H 4.681 0.274 1.878
H 4.444 -0.513 0.336
H 6.173 -1.713 1.280
H 5.515 -1.689 2.905
H 4.132 -3.468 2.672
H 3.876 -3.337 0.921
H 6.056 -6.200 0.381
C 0.594 -3.716 -6.039
O 0.394 -2.373 -5.586
H 0.436 -3.752 -7.113
H 1.616 -4.031 -5.812
H -0.117 -4.380 -5.548
H 0.541 -2.370 -4.634
C -5.483 -1.264 1.977
O -4.064 -1.159 2.056
H -5.867 -0.371 1.490
H -5.765 -2.142 1.391
H -5.912 -1.338 2.979
H -3.740 -1.957 2.490
C 2.440 -4.640 -0.807
O 1.398 -4.877 0.140
H 2.105 -4.986 -1.781
H 2.658 -3.566 -0.860
H 3.340 -5.186 -0.519
H 1.701 -4.569 1.002
C 3.449 2.442 5.929
O 2.597 2.195 4.810
H 2.993 3.216 6.540
H 3.561 1.533 6.527
H 4.429 2.782 5.590
H 3.013 1.509 4.279
C -1.538 -5.745 -8.185
O -0.877 -6.336 -7.070
H -0.784 -5.338 -8.855
H -2.123 -6.498 -8.720
H -2.196 -4.938 -7.851
H -1.558 -6.691 -6.490
C 4.114 -2.382 -6.601
O 3.765 -2.210 -5.232
H 5.197 -2.378 -6.691
H 3.727 -3.337 -6.965
H 3.700 -1.562 -7.193
H 2.802 -2.215 -5.184
C 1.213 5.372 -1.537
O -0.164 5.512 -1.208
H 1.754 5.086 -0.637
H 1.337 4.594 -2.296
H 1.614 6.318 -1.909
H -0.630 5.766 -2.012
C -4.118 4.056 -0.317
O -3.695 2.852 0.329
H -3.447 4.859 -0.031
H -4.086 3.927 -1.403
H -5.133 4.309 -0.005
H -4.303 2.155 0.063
C -6.105 7.236 0.845
O -4.714 6.986 0.642
H -6.676 6.540 0.235
H -6.362 7.088 1.897
H -6.348 8.258 0.545
H -4.227 7.611 1.188
C -8.693 6.138 -2.371
O -8.936 6.197 -0.969
H -7.617 6.136 -2.532
H -9.121 5.225 -2.791
H -9.128 7.009 -2.867
H -9.891 6.199 -0.843

Forces on atoms 1 to 3 (eV/Å):
0.2 -0.3 -0.3
-1.0 -0.5 0.5
1.1 1.0 0.4

Properties
* 2S+1: 1
* frontier orbital gap: 7.204 eV
* total charge: +1

3.
DFT (the ωB97M-V functional and the def2-TZVPD basis) results for a structure of composition C22H63AlAsF6N5O7.

Cartesian coordinates (Å):
Al -8.733 9.411 -33.862
As -8.360 4.745 -33.931
F -8.612 4.589 -32.153
F -10.115 4.901 -34.138
F -8.056 4.759 -35.667
F -6.593 4.704 -33.659
F -8.461 2.941 -34.043
F -8.301 6.523 -33.821
C -11.077 6.919 -31.178
O -10.520 7.345 -32.348
H -10.993 5.838 -31.068
H -10.620 7.397 -30.312
H -12.145 7.075 -31.026
H -10.772 6.615 -32.919
C -5.841 7.539 -36.275
O -6.437 8.639 -35.533
H -5.294 8.006 -37.094
H -5.108 6.985 -35.688
H -6.652 6.888 -36.601
H -5.892 9.367 -35.839
C -5.826 -2.884 -31.619
C -7.237 -2.995 -31.044
C -8.102 -1.663 -31.143
O -8.279 -1.226 -32.403
C -8.591 0.137 -32.532
N -7.769 -4.168 -31.758
H -5.185 -2.226 -31.032
H -6.006 -2.531 -32.635
H -5.236 -3.800 -31.595
H -7.067 -3.311 -30.015
H -7.620 -0.961 -30.463
H -9.042 -1.611 -30.594
H -8.921 0.317 -33.555
H -7.791 0.800 -32.201
H -9.577 0.413 -32.159
H -8.680 -4.244 -31.327
H -8.069 -4.043 -32.714
C -13.318 3.438 -32.731
C -12.888 2.972 -34.099
C -13.443 1.678 -34.583
O -13.000 1.463 -35.943
C -13.786 0.642 -36.819
N -13.303 4.073 -35.012
H -14.394 3.612 -32.770
H -12.867 4.372 -32.396
H -13.146 2.672 -31.975
H -11.811 2.904 -34.249
H -14.528 1.675 -34.479
H -13.107 0.910 -33.886
H -13.995 -0.275 -36.269
H -13.428 0.482 -37.836
H -14.754 1.128 -36.948
H -14.292 4.085 -35.216
H -13.307 4.964 -34.536
C -9.620 7.350 -38.692
C -9.363 8.466 -37.548
C -10.317 9.657 -37.542
O -9.853 10.519 -36.554
C -10.171 11.976 -36.702
N -9.238 7.559 -36.356
H -10.588 6.861 -38.585
H -8.865 6.565 -38.630
H -9.511 7.736 -39.706
H -8.479 9.031 -37.843
H -11.338 9.334 -37.336
H -10.252 10.173 -38.500
H -9.448 12.413 -36.013
H -11.212 12.058 -36.391
H -10.052 12.473 -37.664
H -10.234 7.396 -36.313
H -8.808 6.692 -36.646
C -8.050 1.625 -37.094
C -9.343 2.353 -37.616
C -10.229 1.614 -38.655
O -11.474 2.315 -38.896
C -11.375 3.380 -39.920
N -10.113 2.646 -36.446
H -7.279 2.323 -36.770
H -7.497 1.062 -37.846
H -8.174 0.889 -36.299
H -9.013 3.337 -37.950
H -10.491 0.634 -38.256
H -9.724 1.304 -39.570
H -10.518 3.974 -39.603
H -12.358 3.839 -40.025
H -10.999 2.964 -40.855
H -9.507 3.056 -35.750
H -10.066 1.695 -36.110
C -3.663 10.695 -32.342
C -4.879 9.937 -32.845
C -5.188 8.690 -32.014
O -6.573 8.190 -32.206
C -6.770 7.141 -31.189
N -6.007 10.783 -32.752
H -3.357 11.544 -32.953
H -2.831 10.015 -32.156
H -3.806 10.968 -31.297
H -4.700 9.648 -33.881
H -5.020 8.926 -30.963
H -4.585 7.826 -32.293
H -7.806 6.822 -31.302
H -6.661 7.401 -30.136
H -5.985 6.422 -31.424
H -6.148 11.034 -31.784
H -5.769 11.623 -33.261

Forces on atoms 1 to 3 (eV/Å):
0.7 -0.7 -0.2
1.4 0.7 2.9
0.1 0.2 -2.0

Properties
* 2S+1: 2
* expectation value of S²: 0.754
* frontier orbital gap (spin up / spin down): 8.772 / 3.524 eV
* total charge: +1

4.
DFT (the ωB97M-V functional and the def2-TZVPD basis) results for a structure of composition C22H64N8O5P2SSi2.

Cartesian coordinates (Å):
C -0.973 -2.675 -0.752
O -1.048 -3.511 -1.890
C -1.776 -2.898 -2.931
C -2.068 -3.902 -4.045
C -2.333 -5.352 -3.594
C -3.683 -5.925 -4.063
Si -5.256 -5.224 -3.302
S -4.759 -4.158 -1.487
C -6.416 -6.678 -2.951
C -6.855 -6.886 -1.509
O -7.568 -5.717 -1.080
C -7.775 -8.118 -1.362
N -7.545 -8.954 -0.184
O -5.929 -4.186 -4.399
Si -7.074 -3.023 -4.056
C -8.747 -3.703 -3.553
C -9.369 -2.894 -2.397
N -10.498 -3.616 -1.792
H -0.543 -1.707 -1.032
H -0.304 -3.168 -0.048
H -1.951 -2.553 -0.274
H -2.702 -2.448 -2.557
H -1.176 -2.071 -3.339
H -1.199 -3.910 -4.706
H -2.900 -3.528 -4.648
H -2.209 -5.472 -2.519
H -1.558 -5.978 -4.044
H -3.672 -7.003 -3.880
H -3.760 -5.767 -5.145
H -4.069 -5.169 -0.937
H -7.293 -6.598 -3.602
H -5.882 -7.580 -3.269
H -5.977 -7.030 -0.869
H -7.263 -5.465 -0.207
H -7.676 -8.739 -2.252
H -8.803 -7.752 -1.320
H -6.760 -9.573 -0.340
H -7.347 -8.392 0.634
H -7.237 -2.243 -5.304
H -6.575 -2.076 -3.030
H -9.412 -3.594 -4.415
H -8.737 -4.758 -3.281
H -9.714 -1.945 -2.817
H -8.601 -2.676 -1.653
H -10.383 -3.681 -0.791
H -11.366 -3.130 -1.973
O 1.823 0.321 0.259
P 2.319 1.516 -0.476
N 1.101 1.917 -1.572
C 1.303 2.218 -2.976
C -0.206 2.213 -1.000
N 3.684 0.759 -1.219
C 4.123 1.045 -2.572
C 3.920 -0.647 -0.905
N 3.208 2.981 -0.460
C 4.248 3.017 0.595
C 2.421 4.224 -0.333
H 2.156 2.880 -3.152
H 0.426 2.731 -3.370
H 1.449 1.313 -3.572
H -0.241 3.177 -0.476
H -0.494 1.437 -0.289
H -0.962 2.236 -1.784
H 3.510 0.539 -3.329
H 5.152 0.698 -2.704
H 4.125 2.116 -2.771
H 3.231 -1.323 -1.427
H 3.829 -0.832 0.160
H 4.940 -0.904 -1.203
H 3.821 2.997 1.600
H 4.832 3.932 0.500
H 4.920 2.170 0.483
H 1.825 4.271 0.584
H 1.762 4.350 -1.190
H 3.112 5.066 -0.327
O 4.895 4.434 3.721
P 5.655 5.339 4.610
N 7.140 5.610 3.866
C 8.412 5.742 4.551
C 7.100 5.973 2.454
N 5.801 4.489 6.063
C 6.931 4.627 6.964
C 5.291 3.118 6.066
N 5.414 6.839 5.366
C 4.064 6.953 5.958
C 5.653 8.038 4.549
H 8.354 6.379 5.438
H 9.140 6.206 3.886
H 8.819 4.774 4.853
H 6.732 6.991 2.277
H 6.454 5.287 1.905
H 8.097 5.901 2.022
H 7.811 4.070 6.622
H 6.658 4.237 7.947
H 7.199 5.674 7.102
H 5.961 2.416 5.555
H 4.317 3.062 5.592
H 5.180 2.790 7.102
H 3.278 6.941 5.197
H 3.993 7.890 6.512
H 3.895 6.132 6.650
H 5.020 8.090 3.657
H 6.696 8.093 4.246
H 5.447 8.915 5.162

Forces on atoms 1 to 3 (eV/Å):
0.4 -0.2 -0.2
-0.3 -0.1 0.1
0.0 0.2 -0.2

Properties
* 2S+1: 1
* frontier orbital gap: 8.698 eV

What is the 2S+1 in the fourth record? 1